{
  "formula": "C3H6O2",
  "method": "ωB97M-V/def2-TZVPD",
  "symbols": ["O", "C", "O", "H", "H", "C", "C", "H", "H", "H", "H"],
  "positions_angstrom": [[-2.320, -0.962, -0.170], [-1.604, -0.017, -0.431], [-1.853, 1.211, 0.098], [-0.445, -0.024, -0.943], [-2.635, 1.093, 0.677], [1.375, -0.726, -0.243], [1.663, 0.376, 0.450], [0.555, -0.950, -1.018], [1.830, -1.681, 0.004], [2.238, 0.353, 1.371], [1.196, 1.326, 0.205]],
  "atomic_forces_ev_per_a": [[1.189, 0.892, -0.985], [1.607, -0.220, 0.566], [-0.028, -0.443, -0.290], [-4.337, 0.473, 0.998], [0.251, 0.106, -0.333], [-0.442, -1.276, -0.250], [-1.005, -0.273, -0.543], [2.227, 0.761, 0.887], [0.183, 0.114, 0.290], [0.385, -0.083, -0.428], [-0.029, -0.050, 0.089]],
  "e_lumo_ev": 0.84,
  "de_lowest_kj_mol": 237.7,
  "orbital_gap_ev": 11.32,
  "e_homo_ev": -10.479,
  "spin_multiplicity": 1
}